Record 1
{"formula": "C45H128N10O15", "method": "ωB97M-V/def2-TZVPD", "elements": ["C", "C", "C", "O", "C", "N", "H", "H", "H", "H", "H", "H", "H", "H", "H", "H", "H", "C", "C", "C", "O", "C", "N", "H", "H", "H", "H", "H", "H", "H", "H", "H", "H", "H", "C", "C", "C", "O", "C", "N", "H", "H", "H", "H", "H", "H", "H", "H", "H", "H", "H", "C", "C", "C", "O", "C", "N", "H", "H", "H", "H", "H", "H", "H", "H", "H", "H", "H", "C", "C", "C", "O", "C", "N", "H", "H", "H", "H", "H", "H", "H", "H", "H", "H", "H", "C", "C", "C", "O", "C", "N", "H", "H", "H", "H", "H", "H", "H", "H", "H", "H", "H", "C", "C", "C", "O", "C", "N", "H", "H", "H", "H", "H", "H", "H", "H", "H", "H", "H", "C", "C", "C", "O", "C", "N", "H", "H", "H", "H", "H", "H", "H", "H", "H", "H", "H", "C", "C", "O", "H", "H", "H", "H", "H", "H", "C", "C", "O", "H", "H", "H", "H", "H", "H", "C", "C", "O", "H", "H", "H", "H", "H", "H", "C", "C", "O", "H", "H", "H", "H", "H", "H", "C", "C", "O", "H", "H", "H", "H", "H", "H", "C", "C", "O", "H", "H", "H", "H", "H", "H", "C", "O", "N", "N", "H", "H", "H", "H"], "coordinates": [[8.261, 16.593, 16.683], [9.364, 16.779, 17.700], [9.121, 18.027, 18.548], [8.931, 19.159, 17.711], [9.095, 20.339, 18.498], [9.667, 15.688, 18.643], [7.292, 16.430, 17.162], [8.415, 15.770, 16.044], [8.291, 17.488, 16.044], [10.274, 16.891, 17.087], [10.044, 18.079, 19.144], [8.235, 17.798, 19.219], [8.503, 21.044, 17.932], [10.091, 20.748, 18.446], [8.791, 20.284, 19.537], [8.756, 15.337, 19.006], [10.142, 14.853, 18.288], [15.013, 8.812, 17.390], [16.342, 9.420, 17.815], [16.572, 10.778, 17.135], [17.537, 11.548, 17.805], [17.669, 12.900, 17.162], [16.434, 9.581, 19.277], [15.045, 8.537, 16.325], [14.133, 9.461, 17.464], [14.810, 7.945, 18.051], [17.085, 8.684, 17.501], [15.647, 11.377, 17.144], [16.894, 10.604, 16.090], [18.380, 13.449, 17.718], [16.698, 13.440, 17.140], [17.996, 12.759, 16.130], [16.374, 8.694, 19.748], [17.298, 10.016, 19.490], [15.627, 19.457, 9.428], [14.276, 19.091, 10.017], [13.612, 20.307, 10.653], [13.861, 20.404, 12.009], [13.405, 21.687, 12.504], [13.403, 18.554, 8.957], [15.513, 20.128, 8.583], [16.251, 18.670, 8.992], [16.155, 19.973, 10.250], [14.368, 18.408, 10.908], [12.470, 20.259, 10.641], [13.927, 21.210, 10.147], [12.335, 21.752, 12.391], [13.957, 22.451, 11.881], [13.721, 21.826, 13.583], [13.881, 17.738, 8.494], [12.558, 18.065, 9.289], [13.653, 13.715, 17.509], [13.501, 13.470, 18.976], [12.304, 12.582, 19.273], [11.228, 12.989, 18.462], [10.750, 11.950, 17.611], [14.784, 12.839, 19.508], [12.733, 14.090, 17.088], [13.689, 12.674, 17.043], [14.480, 14.379, 17.272], [13.414, 14.413, 19.499], [11.997, 12.710, 20.302], [12.586, 11.565, 19.045], [9.766, 12.230, 17.247], [10.605, 10.983, 18.092], [11.391, 11.931, 16.691], [14.788, 12.759, 20.534], [14.792, 11.860, 19.224], [8.980, 17.042, 12.696], [9.989, 17.526, 11.646], [9.238, 18.326, 10.639], [10.112, 18.935, 9.720], [9.491, 19.842, 8.846], [10.912, 18.400, 12.349], [8.313, 16.241, 12.314], [8.430, 17.904, 13.032], [9.406, 16.629, 13.554], [10.474, 16.602, 11.268], [8.656, 19.043, 11.252], [8.534, 17.615, 10.214], [8.404, 19.656, 8.683], [9.998, 19.804, 7.887], [9.708, 20.842, 9.184], [11.346, 17.836, 13.080], [11.745, 18.525, 11.728], [16.705, 16.073, 11.691], [16.260, 15.807, 13.126], [16.728, 14.359, 13.584], [15.835, 13.324, 13.045], [16.218, 11.990, 13.224], [16.948, 16.734, 13.941], [17.807, 15.824, 11.699], [16.644, 17.143, 11.445], [16.249, 15.388, 10.984], [15.130, 15.935, 13.103], [16.845, 14.349, 14.654], [17.780, 14.112, 13.171], [15.557, 11.270, 12.697], [16.087, 11.698, 14.268], [17.248, 11.828, 12.926], [16.415, 16.978, 14.733], [17.871, 16.405, 14.178], [12.379, 19.510, 17.299], [13.601, 19.105, 16.585], [14.400, 18.023, 17.307], [15.632, 17.834, 16.585], [16.476, 16.996, 17.294], [13.237, 18.647, 15.247], [11.870, 18.611, 17.679], [11.707, 20.056, 16.697], [12.686, 20.204, 18.131], [14.186, 20.033, 16.429], [13.801, 17.096, 17.410], [14.607, 18.385, 18.337], [16.264, 15.965, 17.077], [16.349, 17.114, 18.372], [17.476, 17.298, 17.105], [12.707, 19.347, 14.743], [14.058, 18.566, 14.672], [16.444, 20.732, 14.595], [17.950, 20.797, 14.773], [18.297, 21.142, 16.183], [19.703, 21.111, 16.389], [20.312, 22.385, 16.544], [18.634, 19.493, 14.444], [16.028, 21.742, 14.657], [16.037, 19.990, 15.361], [16.255, 20.384, 13.591], [18.453, 21.582, 14.100], [17.895, 20.366, 16.838], [17.865, 22.075, 16.471], [20.141, 23.020, 15.637], [21.394, 22.224, 16.613], [20.064, 22.868, 17.458], [17.842, 18.831, 14.439], [18.887, 19.654, 13.393], [9.393, 22.373, 15.177], [9.417, 21.216, 14.284], [10.710, 20.914, 13.794], [8.452, 22.525, 15.607], [9.795, 23.170, 14.582], [10.060, 22.258, 16.045], [8.788, 21.360, 13.435], [9.028, 20.298, 14.744], [10.662, 20.190, 13.173], [13.287, 16.991, 21.013], [14.295, 16.718, 22.081], [15.517, 17.167, 21.638], [12.954, 18.039, 20.939], [12.226, 16.570, 21.094], [13.601, 16.713, 19.959], [14.435, 15.680, 22.232], [13.966, 17.116, 23.060], [15.944, 16.494, 21.115], [18.704, 15.177, 20.914], [17.562, 14.225, 20.812], [16.533, 14.952, 20.083], [19.512, 14.893, 21.554], [18.274, 16.140, 21.227], [19.147, 15.266, 19.941], [17.146, 13.858, 21.806], [17.857, 13.315, 20.224], [15.883, 14.363, 19.794], [11.687, 13.990, 13.474], [12.481, 15.270, 13.759], [11.700, 16.343, 14.216], [12.446, 13.132, 13.319], [11.123, 13.920, 12.535], [11.125, 13.651, 14.307], [13.173, 15.540, 12.860], [13.171, 14.953, 14.573], [12.157, 16.995, 14.767], [19.518, 20.142, 19.581], [19.472, 18.751, 20.212], [20.754, 18.056, 20.367], [18.435, 20.388, 19.568], [19.953, 20.083, 18.590], [19.870, 20.865, 20.279], [18.904, 18.073, 19.596], [18.971, 18.763, 21.168], [21.359, 18.737, 20.595], [15.079, 20.653, 21.976], [15.192, 20.755, 20.406], [15.768, 19.597, 19.922], [14.493, 19.705, 22.240], [14.395, 21.522, 22.306], [15.982, 20.613, 22.543], [15.810, 21.614, 20.158], [14.189, 20.868, 19.968], [15.298, 18.850, 20.324], [19.854, 16.849, 16.683], [19.280, 16.246, 15.754], [19.951, 18.179, 16.616], [20.460, 16.275, 17.768], [20.447, 18.742, 17.238], [19.778, 18.598, 15.726], [20.455, 15.312, 17.884], [20.672, 16.767, 18.624]], "lowdin_charge": [-0.06, -0.45, -0.23, -0.18, -0.10, 0.05, 0.08, 0.05, 0.08, 0.13, 0.11, 0.15, 0.08, 0.06, 0.09, 0.09, 0.05, -0.07, -0.43, -0.24, -0.20, -0.03, 0.05, 0.08, 0.06, 0.08, 0.13, 0.10, 0.12, 0.06, 0.07, 0.08, 0.07, 0.05, -0.07, -0.44, -0.26, -0.23, -0.08, 0.03, 0.07, 0.07, 0.09, 0.14, 0.13, 0.11, 0.06, 0.10, 0.09, 0.09, 0.06, -0.05, -0.38, -0.19, -0.23, -0.09, 0.06, 0.07, 0.10, 0.06, 0.12, 0.13, 0.11, 0.08, 0.09, 0.09, 0.09, 0.06, -0.05, -0.43, -0.23, -0.19, -0.10, 0.07, 0.10, 0.07, 0.03, 0.15, 0.13, 0.13, 0.10, 0.08, 0.08, 0.05, 0.08, -0.07, -0.43, -0.13, -0.21, -0.13, 0.06, 0.09, 0.06, 0.07, 0.13, 0.09, 0.15, 0.09, 0.06, 0.08, 0.03, 0.05, -0.05, -0.44, -0.16, -0.19, -0.11, 0.08, 0.08, 0.06, 0.10, 0.13, 0.13, 0.10, 0.07, 0.08, 0.06, 0.07, 0.07, -0.06, -0.43, -0.22, -0.23, -0.10, 0.04, 0.08, 0.08, 0.07, 0.16, 0.12, 0.12, 0.10, 0.09, 0.07, 0.04, 0.13, -0.08, -0.34, -0.11, 0.06, 0.08, 0.08, 0.10, 0.11, 0.02, -0.10, -0.34, -0.08, 0.07, 0.10, 0.07, 0.09, 0.13, 0.04, -0.08, -0.28, -0.11, 0.08, 0.08, 0.05, 0.13, 0.11, -0.02, -0.08, -0.32, -0.13, 0.10, 0.07, 0.04, 0.12, 0.10, 0.04, -0.05, -0.28, -0.09, 0.08, 0.05, 0.07, 0.09, 0.10, 0.06, -0.07, -0.32, -0.11, 0.07, 0.09, 0.05, 0.10, 0.10, 0.04, -0.65, -0.02, 0.19, 0.19, 0.06, 0.05, 0.06, 0.06], "spin_multiplicity": 1, "total_charge": 0, "e_tot_ev": -94348.253}



Record 2
{"formula": "C45H30BBaClF17O5PS", "method": "ωB97M-V/def2-TZVPD", "elements": ["Ba", "C", "C", "C", "C", "C", "C", "C", "C", "C", "H", "H", "H", "H", "H", "H", "H", "H", "H", "H", "H", "H", "Cl", "C", "C", "C", "C", "C", "C", "P", "C", "C", "C", "C", "C", "C", "C", "C", "C", "C", "C", "C", "H", "H", "H", "H", "H", "H", "H", "H", "H", "H", "H", "H", "H", "H", "F", "C", "C", "F", "C", "F", "C", "S", "C", "F", "C", "F", "F", "C", "F", "F", "C", "O", "C", "F", "F", "F", "C", "F", "F", "F", "O", "B", "O", "C", "C", "C", "C", "C", "C", "H", "H", "H", "H", "F", "C", "F", "F", "C", "O", "O"], "coordinates": [[-1.167, -0.692, -0.868], [-1.398, 4.096, 1.899], [-2.059, 3.528, 0.676], [-3.171, 2.702, 0.790], [-3.767, 2.130, -0.329], [-4.923, 1.179, -0.177], [-3.237, 2.411, -1.584], [-2.115, 3.226, -1.732], [-1.534, 3.488, -3.093], [-1.543, 3.775, -0.594], [-0.895, 3.312, 2.471], [-2.129, 4.585, 2.547], [-0.631, 4.822, 1.629], [-3.552, 2.463, 1.776], [-5.701, 1.603, 0.462], [-4.596, 0.248, 0.291], [-5.367, 0.936, -1.143], [-3.693, 1.970, -2.467], [-2.201, 4.113, -3.694], [-1.370, 2.555, -3.637], [-0.568, 3.984, -3.013], [-0.647, 4.379, -0.691], [2.789, -1.213, 1.461], [3.839, -2.157, 0.464], [5.208, -2.072, 0.715], [6.097, -2.794, -0.061], [5.618, -3.601, -1.088], [4.259, -3.675, -1.326], [3.339, -2.960, -0.553], [1.547, -2.964, -0.899], [0.903, -4.218, 0.264], [1.656, -4.820, 1.263], [1.062, -5.704, 2.156], [-0.288, -5.996, 2.056], [-1.049, -5.396, 1.059], [-0.459, -4.510, 0.176], [1.461, -3.866, -2.486], [1.283, -5.240, -2.625], [1.220, -5.816, -3.886], [1.339, -5.025, -5.019], [1.511, -3.654, -4.890], [1.562, -3.074, -3.631], [5.548, -1.424, 1.510], [7.159, -2.717, 0.132], [6.303, -4.168, -1.707], [3.896, -4.298, -2.134], [2.710, -4.590, 1.359], [1.662, -6.157, 2.937], [-0.755, -6.672, 2.761], [-2.111, -5.594, 0.983], [-1.078, -4.038, -0.582], [1.184, -5.861, -1.743], [1.070, -6.884, -3.981], [1.280, -5.475, -6.003], [1.585, -3.027, -5.770], [1.665, -1.997, -3.535], [4.036, 5.603, 6.824], [3.468, 4.768, 5.924], [2.374, 3.992, 6.267], [1.875, 4.074, 7.518], [1.801, 3.145, 5.338], [0.742, 2.435, 5.765], [2.264, 3.003, 4.021], [1.529, 1.933, 2.859], [3.373, 3.812, 3.725], [3.922, 3.786, 2.499], [3.962, 4.668, 4.635], [5.027, 5.417, 4.278], [-2.875, -5.079, -2.360], [-2.962, -4.099, -3.278], [-3.715, -4.575, -4.292], [-1.737, -3.901, -3.754], [-3.533, -2.795, -2.635], [-2.594, -2.175, -1.940], [-4.048, -1.864, -3.776], [-4.264, -0.626, -3.322], [-5.199, -2.284, -4.340], [-3.136, -1.768, -4.754], [-4.731, -3.177, -1.708], [-4.297, -3.609, -0.527], [-5.520, -4.144, -2.226], [-5.518, -2.114, -1.477], [1.243, 2.273, -1.984], [0.874, 0.883, -2.181], [2.002, 0.350, -2.971], [2.897, 1.341, -3.171], [4.096, 1.307, -3.852], [4.834, 2.492, -3.912], [4.376, 3.654, -3.304], [3.161, 3.678, -2.615], [2.437, 2.506, -2.567], [4.449, 0.392, -4.310], [5.784, 2.500, -4.434], [4.975, 4.555, -3.353], [2.806, 4.569, -2.114], [-3.093, -2.575, 2.818], [-2.057, -1.766, 3.145], [-2.513, -0.896, 4.055], [-1.135, -2.528, 3.732], [-1.543, -1.057, 1.867], [-2.283, -0.173, 1.388], [-0.477, -1.497, 1.378]], "lowdin_charge": [1.85, -0.06, -0.25, -0.03, -0.29, -0.05, -0.04, -0.28, -0.06, -0.01, 0.03, 0.07, 0.07, 0.13, 0.08, 0.07, 0.07, 0.11, 0.07, 0.07, 0.07, 0.12, 0.73, -0.66, -0.11, -0.09, -0.10, -0.08, -0.38, 1.07, -0.38, -0.08, -0.09, -0.09, -0.07, -0.11, -0.38, -0.09, -0.09, -0.10, -0.08, -0.08, 0.10, 0.10, 0.09, 0.10, 0.10, 0.10, 0.09, 0.11, 0.09, 0.11, 0.10, 0.09, 0.10, 0.09, 0.07, -0.17, -0.16, 0.08, -0.26, 0.05, -0.63, 0.50, -0.26, 0.05, -0.16, 0.08, 0.15, -0.54, 0.15, 0.17, -0.37, -0.46, -0.54, 0.15, 0.15, 0.16, -0.54, 0.17, 0.14, 0.16, 0.03, -0.44, 0.00, -0.26, -0.01, -0.13, -0.12, 0.00, -0.25, 0.11, 0.08, 0.09, 0.11, 0.12, -0.54, 0.15, 0.15, -0.65, -0.15, -0.24], "spin_multiplicity": 1, "total_charge": -2, "relative_energy_ev": 0.642, "e_tot_ev": -137611.674}